Entry 1:
Computed, not measured: a molecular structure, C37H43FeO2Si, with wB97M-V/def2-TZVPD.

As for the spin multiplicity: 6. The max |F| comes out at 1.80 eV Å⁻¹. The energy above the lowest of the compared OMol25 structures with the same formula, charge and spin comes out at 0.000 eV. The value obtained for the orbital gap (alpha / beta) is 7.8 / 7.2 eV.

Geometry (Å):
O: 4.07 2.54 -4.36
C: 3.88 2.91 -5.75
C: 5.24 3.59 -5.86
H: 3.03 3.61 -5.84
H: 3.74 2.02 -6.38
C: 5.35 3.21 -4.37
H: 5.20 4.66 -6.04
H: 5.94 3.07 -6.52
C: 5.35 4.40 -3.45
H: 4.50 5.05 -3.68
H: 6.29 4.95 -3.59
H: 5.28 4.07 -2.41
C: 6.50 2.27 -4.08
H: 6.48 1.42 -4.76
H: 6.46 1.94 -3.04
H: 7.44 2.82 -4.23
Fe: -0.32 -0.10 0.19
C: -0.03 -2.85 0.35
C: -0.77 -2.43 -0.79
C: 0.00 -1.47 -1.52
H: -1.72 -2.84 -1.11
C: 1.25 -1.30 -0.80
C: 1.19 -2.13 0.38
H: 1.98 -2.24 1.12
H: -0.34 -3.62 1.06
H: -0.24 -1.05 -2.49
H: 2.13 -0.79 -1.18
C: -0.38 1.42 2.36
C: 0.69 0.49 2.20
C: 1.44 0.90 1.04
H: 0.97 -0.31 2.88
C: 0.75 2.02 0.44
C: -0.35 2.34 1.27
H: -1.02 3.18 1.12
H: -1.06 1.47 3.21
H: 2.44 0.55 0.77
H: 1.08 2.61 -0.41
O: 2.31 3.16 -2.54
C: 2.73 1.80 -2.32
C: 2.24 0.89 -3.46
H: 2.26 1.46 -1.38
H: 3.82 1.77 -2.19
C: 1.14 1.71 -4.15
H: 1.88 -0.07 -3.09
H: 3.06 0.72 -4.14
C: 1.29 3.13 -3.57
H: 0.15 1.32 -3.90
H: 1.25 1.70 -5.24
H: 0.33 3.43 -3.09
H: 1.53 3.87 -4.35
C: -5.59 -1.24 -2.85
C: -4.31 -0.73 -3.10
C: -3.44 -0.44 -2.04
C: -3.84 -0.69 -0.72
C: -5.14 -1.15 -0.47
C: -6.01 -1.44 -1.53
Si: -2.73 -0.26 0.73
C: -3.59 1.20 1.53
C: -3.54 2.43 0.85
C: -4.19 3.56 1.37
C: -4.93 3.46 2.55
C: -5.01 2.24 3.21
C: -4.35 1.11 2.70
C: -2.90 -1.65 1.98
C: -2.35 -1.47 3.27
C: -2.37 -2.52 4.19
C: -2.90 -3.76 3.84
C: -3.42 -3.96 2.56
C: -3.40 -2.91 1.62
H: -6.26 -1.46 -3.68
H: -3.98 -0.55 -4.12
H: -2.46 0.00 -2.24
H: -5.49 -1.27 0.56
H: -7.00 -1.83 -1.32
H: -2.99 2.51 -0.09
H: -4.12 4.51 0.83
H: -5.45 4.34 2.94
H: -5.59 2.14 4.13
H: -4.45 0.15 3.21
H: -1.91 -0.51 3.54
H: -1.96 -2.35 5.19
H: -2.92 -4.58 4.57
H: -3.83 -4.92 2.27
H: -3.77 -3.09 0.61

Atom charges from the Löwdin analysis, given in e for atoms 1 to 8:
1. O -0.15
2. C -0.15
3. C -0.06
4. H 0.11
5. H 0.12
6. C -0.58
7. H 0.11
8. H 0.11

Entry 2:
Computed, not measured: a molecular structure, C37H43IrNO2P, with wB97M-V/def2-TZVPD.

As for the spin multiplicity: 5. The max |F| comes out at 4.17 eV Å⁻¹. The energy above the lowest of the compared OMol25 structures with the same formula, charge and spin comes out at 0.000 eV. The value obtained for the orbital gap (alpha / beta) is 3.8 / 6.3 eV.

Geometry (Å):
O: 0.85 0.10 -2.35
C: 0.07 0.17 -3.57
C: 1.18 -0.48 -4.38
H: -0.14 1.21 -3.83
H: -0.84 -0.43 -3.47
C: 1.99 -0.44 -3.06
H: 1.56 0.16 -5.18
H: 0.93 -1.49 -4.72
C: 3.12 0.56 -3.03
H: 2.76 1.55 -3.30
H: 3.90 0.23 -3.73
H: 3.55 0.59 -2.02
C: 2.43 -1.78 -2.52
H: 1.67 -2.54 -2.70
H: 2.64 -1.71 -1.45
H: 3.35 -2.07 -3.04
Ir: 0.02 -0.24 0.76
C: -0.94 -2.00 1.32
C: -1.90 -1.15 0.64
C: -1.55 -1.07 -0.74
H: -2.76 -0.67 1.08
C: -0.41 -1.89 -0.93
C: 0.04 -2.38 0.33
H: 0.93 -2.98 0.49
H: -0.92 -2.26 2.37
H: -2.07 -0.52 -1.51
H: 0.02 -2.14 -1.89
C: 0.93 1.02 2.32
C: 1.88 0.04 1.89
C: 2.10 0.25 0.49
H: 2.33 -0.73 2.50
C: 1.33 1.39 0.07
C: 0.62 1.87 1.21
H: -0.04 2.72 1.23
H: 0.52 1.10 3.32
H: 2.76 -0.34 -0.14
H: 1.26 1.79 -0.93
O: 1.24 1.08 -7.25
C: 2.33 0.35 -7.84
C: 2.42 0.67 -9.35
H: 2.16 -0.73 -7.69
H: 3.26 0.62 -7.29
C: 1.04 1.28 -9.68
H: 2.67 -0.21 -9.94
H: 3.20 1.44 -9.49
C: 0.57 1.81 -8.31
H: 0.37 0.47 -10.01
H: 1.09 2.05 -10.44
H: -0.53 1.72 -8.17
H: 0.82 2.89 -8.23
N: -1.99 1.37 1.81
P: -2.80 1.28 3.18
C: -4.33 0.27 3.13
C: -5.58 0.90 2.98
C: -6.76 0.15 3.04
C: -6.71 -1.25 3.17
C: -5.46 -1.88 3.19
C: -4.28 -1.14 3.11
C: -1.76 0.83 4.60
C: -0.96 1.84 5.20
C: -0.14 1.55 6.28
C: -0.09 0.25 6.80
C: -0.84 -0.76 6.19
C: -1.66 -0.49 5.09
C: -3.39 2.91 3.70
C: -3.14 4.02 2.88
C: -3.54 5.29 3.33
C: -4.18 5.44 4.57
C: -4.44 4.31 5.36
C: -4.06 3.05 4.92
H: -5.63 1.98 2.84
H: -7.72 0.65 2.99
H: -7.63 -1.83 3.25
H: -5.41 -2.97 3.28
H: -3.33 -1.66 3.02
H: -1.00 2.85 4.79
H: 0.45 2.35 6.74
H: 0.53 0.03 7.67
H: -0.81 -1.78 6.59
H: -2.23 -1.29 4.63
H: -2.64 3.87 1.93
H: -3.33 6.17 2.72
H: -4.48 6.43 4.91
H: -4.95 4.41 6.32
H: -4.26 2.17 5.54

Atom charges from the Löwdin analysis, given in e for atoms 1 to 8:
1. O -0.17
2. C -0.14
3. C -0.06
4. H 0.12
5. H 0.10
6. C -0.56
7. H 0.09
8. H 0.12

Entry 3:
Computed, not measured: a molecular structure, C37H43N5RuS2Si, with wB97M-V/def2-TZVPD.

As for the spin multiplicity: 2. The max |F| comes out at 2.34 eV Å⁻¹. As for the charge: -1. The energy above the lowest of the compared OMol25 structures with the same formula, charge and spin comes out at 0.000 eV. The value obtained for the orbital gap (alpha / beta) is 6.9 / 6.7 eV.

Geometry (Å):
Ru: 0.17 0.21 0.18
C: -6.34 -2.45 -0.48
Si: -5.34 -1.05 -1.32
C: -6.58 0.35 -1.74
C: -4.73 -1.74 -2.98
C: -4.12 -0.37 -0.06
C: -4.62 0.06 1.18
C: -3.79 0.66 2.11
C: -2.45 0.80 1.82
N: -1.94 0.33 0.66
C: -2.75 -0.21 -0.26
S: -1.95 -0.69 -1.71
H: -7.11 -2.82 -1.16
H: -6.84 -2.11 0.42
H: -5.71 -3.28 -0.21
H: -7.35 -0.01 -2.42
H: -6.08 1.19 -2.22
H: -7.08 0.73 -0.85
H: -5.57 -2.08 -3.57
H: -4.05 -2.57 -2.83
H: -4.20 -0.99 -3.54
H: -5.67 -0.06 1.40
H: -4.19 1.03 3.05
H: -1.76 1.30 2.49
C: 2.17 -5.33 3.69
C: 2.21 -5.81 2.27
C: 2.67 -7.07 1.93
C: 2.72 -7.49 0.60
C: 2.30 -6.63 -0.40
C: 1.82 -5.38 -0.09
C: 1.77 -4.95 1.24
N: 1.25 -3.70 1.58
C: 1.18 -2.59 0.77
N: 2.25 -2.42 -0.05
C: 2.56 -1.39 -0.94
C: 1.71 -0.28 -1.15
C: 2.08 0.59 -2.18
C: 3.26 0.44 -2.89
C: 4.12 -0.61 -2.60
C: 3.78 -1.54 -1.63
C: 4.72 -2.68 -1.33
N: 0.20 -1.73 0.90
C: -0.86 -2.08 1.76
C: -0.93 -1.46 3.02
C: -1.94 -1.78 3.90
C: -2.92 -2.69 3.53
C: -2.85 -3.30 2.28
C: -1.82 -3.04 1.40
C: -1.75 -3.74 0.08
H: 2.65 -6.05 4.35
H: 1.15 -5.19 4.04
H: 2.69 -4.38 3.79
H: 3.00 -7.74 2.72
H: 3.08 -8.48 0.36
H: 2.33 -6.95 -1.44
H: 1.45 -4.73 -0.87
H: 0.67 -3.65 2.41
H: 2.95 -3.13 0.05
H: 1.43 1.42 -2.43
H: 3.51 1.14 -3.67
H: 5.05 -0.71 -3.13
H: 5.60 -2.60 -1.97
H: 4.26 -3.65 -1.52
H: 5.06 -2.65 -0.29
H: -0.16 -0.75 3.29
H: -1.97 -1.31 4.87
H: -3.72 -2.93 4.21
H: -3.63 -3.99 1.99
H: -2.71 -4.17 -0.18
H: -1.01 -4.55 0.12
H: -1.44 -3.05 -0.71
S: 3.03 2.04 3.76
C: 1.97 1.38 2.77
N: 1.16 0.87 2.09
C: -1.77 4.48 -2.50
C: -0.39 4.36 -1.84
C: 0.70 4.44 -2.91
C: -0.21 5.47 -0.79
C: -0.28 3.07 -1.18
C: -0.10 1.99 -0.65
H: -1.89 5.44 -2.99
H: -2.56 4.37 -1.75
H: -1.90 3.69 -3.24
H: 0.69 5.40 -3.42
H: 0.54 3.66 -3.66
H: 1.68 4.29 -2.47
H: -0.27 6.45 -1.25
H: 0.76 5.37 -0.30
H: -0.98 5.39 -0.03

Atom charges from the Löwdin analysis, given in e for atoms 1 to 8:
1. Ru 1.13
2. C -0.18
3. Si 0.56
4. C -0.18
5. C -0.23
6. C -0.26
7. C -0.08
8. C -0.08

Entry 4:
Computed, not measured: a molecular structure, C37H44AsLiNO2SSb, with wB97M-V/def2-TZVPD.

As for the spin multiplicity: 2. The max |F| comes out at 0.27 eV Å⁻¹. As for the charge: -1. The energy above the lowest of the compared OMol25 structures with the same formula, charge and spin comes out at 0.000 eV. The value obtained for the orbital gap (alpha / beta) is 3.3 / 7.2 eV.

Geometry (Å):
Li: -0.61 0.25 0.98
O: -1.54 0.07 -0.66
N: -2.27 -1.01 -0.85
C: -2.59 -1.33 -2.13
C: -3.35 -2.42 -2.44
C: -3.80 -3.23 -1.40
C: -3.46 -2.91 -0.11
C: -2.66 -1.79 0.21
S: -2.20 -1.39 1.79
H: -2.18 -0.64 -2.85
H: -3.57 -2.63 -3.47
H: -4.40 -4.10 -1.60
H: -3.78 -3.53 0.72
C: 4.02 -3.57 -1.02
C: 4.65 -2.38 -1.70
C: 5.76 -2.62 -2.52
C: 6.40 -1.60 -3.21
C: 5.92 -0.31 -3.09
C: 4.83 -0.07 -2.27
C: 4.17 -1.07 -1.56
Sb: 2.45 -0.03 -0.26
C: 3.60 0.10 1.52
C: 4.27 -1.00 2.08
C: 5.00 -0.90 3.25
C: 5.11 0.33 3.90
C: 4.49 1.45 3.33
C: 3.76 1.36 2.16
C: 3.13 2.59 1.58
C: 1.45 -1.94 0.04
C: 1.36 -2.55 1.30
C: 0.64 -3.72 1.48
C: -0.03 -4.29 0.41
C: 0.01 -3.68 -0.83
C: 0.75 -2.51 -1.03
C: 0.79 -1.87 -2.39
H: 4.68 -4.44 -1.07
H: 3.07 -3.84 -1.49
H: 3.79 -3.37 0.02
H: 6.13 -3.64 -2.61
H: 7.25 -1.82 -3.84
H: 6.40 0.51 -3.62
H: 4.47 0.96 -2.17
H: 4.21 -1.96 1.59
H: 5.50 -1.77 3.65
H: 5.68 0.42 4.81
H: 4.60 2.41 3.81
H: 3.35 3.47 2.20
H: 2.04 2.48 1.49
H: 3.50 2.78 0.57
H: 1.85 -2.09 2.15
H: 0.59 -4.17 2.47
H: -0.61 -5.20 0.55
H: -0.54 -4.11 -1.66
H: 0.18 -2.44 -3.11
H: 1.81 -1.82 -2.77
H: 0.41 -0.85 -2.35
C: -4.51 4.00 1.45
As: -3.24 2.57 0.98
C: -4.60 1.18 0.74
C: -2.90 3.07 -0.91
C: -4.12 3.13 -1.77
C: -4.83 4.31 -1.94
C: -5.98 4.36 -2.71
C: -6.44 3.21 -3.34
C: -5.74 2.02 -3.19
C: -4.59 1.98 -2.42
H: -5.32 4.07 0.73
H: -3.99 4.96 1.52
H: -4.93 3.77 2.43
H: -5.48 1.59 0.24
H: -4.86 0.79 1.72
H: -4.19 0.37 0.15
H: -2.21 2.30 -1.25
H: -2.38 4.03 -0.88
H: -4.48 5.22 -1.46
H: -6.52 5.29 -2.83
H: -7.34 3.24 -3.95
H: -6.08 1.12 -3.68
H: -4.04 1.06 -2.30
C: 0.86 2.01 4.55
C: 0.51 0.96 3.52
O: -0.22 1.51 2.41
H: 1.46 1.56 5.34
H: -0.04 2.44 4.99
H: 1.44 2.81 4.09
H: -0.07 0.14 3.96
H: 1.41 0.52 3.08
H: -1.04 1.90 2.74

Atom charges from the Löwdin analysis, given in e for atoms 1 to 8:
1. Li 0.41
2. O -0.29
3. N -0.24
4. C -0.07
5. C -0.08
6. C -0.09
7. C -0.11
8. C -0.73

Entry 5:
Computed, not measured: a molecular structure, C37H44BaIN6O4S2Si, with wB97M-V/def2-TZVPD.

As for the spin multiplicity: 1. The max |F| comes out at 0.62 eV Å⁻¹. As for the charge: -1. The energy above the lowest of the compared OMol25 structures with the same formula, charge and spin comes out at 0.854 eV. The value obtained for the orbital gap is 5.4 eV.

Geometry (Å):
Ba: 0.31 0.00 0.44
C: 7.61 -0.55 -0.56
C: 6.14 -0.82 -0.38
C: 5.66 -2.10 -0.10
C: 4.30 -2.21 0.07
N: 3.47 -1.18 -0.05
C: 4.01 0.02 -0.38
S: 2.91 1.33 -0.59
N: 5.33 0.22 -0.52
H: 8.21 -1.41 -0.26
H: 7.90 0.32 0.02
H: 7.81 -0.33 -1.61
H: 6.32 -2.95 0.00
H: 3.84 -3.16 0.31
C: -1.95 4.73 4.07
C: -1.73 5.12 2.61
C: -1.25 3.95 1.77
N: 0.09 3.52 2.15
C: 1.21 3.96 1.57
S: 1.29 5.01 0.29
N: 2.40 3.42 2.13
C: 2.66 3.22 3.46
O: 3.49 2.40 3.83
C: 1.96 4.09 4.46
C: 1.72 5.44 4.22
C: 1.13 6.23 5.20
C: 0.76 5.67 6.42
C: 1.00 4.32 6.65
C: 1.61 3.54 5.68
H: -2.24 5.59 4.67
H: -1.03 4.32 4.51
H: -2.73 3.98 4.15
H: -0.99 5.93 2.54
H: -2.66 5.50 2.18
H: -1.24 4.22 0.71
H: -1.92 3.09 1.89
H: 0.19 2.72 2.77
H: 2.91 2.80 1.49
H: 1.99 5.88 3.26
H: 0.95 7.28 5.01
H: 0.29 6.28 7.18
H: 0.71 3.87 7.60
H: 1.81 2.49 5.86
C: 0.75 -2.85 5.30
N: 1.63 -1.74 4.94
N: 0.93 -0.59 4.58
C: 1.45 -0.05 3.44
O: 0.98 0.96 2.88
C: 2.51 -0.92 3.04
C: 2.54 -1.94 3.92
C: 3.34 -3.20 3.86
C: 0.12 0.09 5.52
C: 0.48 0.15 6.86
C: -0.30 0.86 7.75
C: -1.43 1.53 7.31
C: -1.79 1.47 5.97
C: -1.03 0.74 5.07
H: 0.12 -2.55 6.14
H: 1.36 -3.70 5.61
H: 0.12 -3.13 4.45
H: 3.13 -0.79 2.17
H: 4.16 -3.08 3.16
H: 2.71 -4.02 3.50
H: 3.74 -3.46 4.84
H: 1.39 -0.35 7.18
H: -0.01 0.90 8.80
H: -2.03 2.10 8.01
H: -2.68 1.98 5.62
H: -1.32 0.67 4.03
I: 0.20 -9.41 1.59
C: 0.16 -7.33 1.36
C: -0.45 -6.55 2.32
C: -0.46 -5.17 2.16
C: 0.13 -4.58 1.05
C: 0.73 -5.38 0.09
C: 0.75 -6.77 0.23
C: 0.14 -3.08 0.89
O: -0.23 -2.39 1.88
O: 0.56 -2.60 -0.20
H: -0.92 -7.01 3.18
H: -0.94 -4.53 2.89
H: 1.17 -4.91 -0.78
H: 1.23 -7.39 -0.51
C: -3.92 0.92 2.16
Si: -3.26 0.82 0.34
C: -4.17 2.33 -0.43
C: -4.34 -0.62 -0.33
H: -5.02 0.96 2.19
H: -3.55 1.81 2.68
H: -3.60 0.05 2.74
H: -5.24 2.30 -0.19
H: -4.07 2.33 -1.52
H: -3.77 3.28 -0.07
H: -5.40 -0.47 -0.10
H: -4.03 -1.58 0.09
H: -4.24 -0.70 -1.42

Atom charges from the Löwdin analysis, given in e for atoms 1 to 8:
1. Ba 1.56
2. C -0.04
3. C -0.35
4. C -0.04
5. C -0.17
6. N -0.01
7. C -0.87
8. S 0.41